Molecular formula: C5H10N2
Method: DFT, wB97M-V/def2-TZVPD

Geometry as XYZ:
```
17
Properties=species:S:1:pos:R:3:forces:R:3
C 1.10336 -0.02901 -1.43800 1.24 -2.36 1.00
C 0.87814 0.20217 0.04439 0.98 -2.12 1.80
C -0.47568 -0.16617 0.47770 -2.48 -1.11 5.87
C -0.72695 -1.09800 1.54445 2.10 1.67 -4.11
C -1.58790 1.91446 0.95943 2.68 -1.91 -0.63
N -1.57157 0.76322 0.30040 -0.14 3.29 1.31
N 1.83899 -1.38288 -1.64581 1.41 2.82 -3.54
H 1.66049 0.83408 -1.64645 0.97 0.70 -1.87
H 0.21005 -0.23183 -1.94886 -1.47 1.12 -0.80
H 1.53851 -0.59353 0.57495 -0.68 1.55 -0.70
H 1.11528 1.19442 0.53442 0.00 -0.83 -1.21
H 0.12287 -1.77201 1.81354 -1.09 0.54 -0.05
H -1.73868 -1.24454 1.86945 -0.12 -0.11 0.33
H -2.39969 2.68351 0.88051 0.57 -1.18 -0.15
H -0.61129 2.29079 1.62927 -2.51 -1.13 -1.50
H 1.73617 -1.73689 -2.67522 0.21 1.23 2.41
H 1.34848 -2.02707 -1.14156 -1.67 -2.16 1.85
```
Positions in Å, forces in eV/Å.

For the HOMO energy, the calculation gives -0.3182 Ha. As for the SMILES: C=NC(=C)CCN. The calculation puts the LUMO energy at 0.809 eV. Its charge is 0.